1.
An isolated molecule of C18H24N2O3. Source: OMol25; level of theory: ωB97M-V/def2-TZVPD.

The spin multiplicity is 1. Its LUMO energy is 0.754 eV. As for the energy above the lowest of the compared OMol25 structures with the same formula, charge and spin: 10.06 kcal per mole. The SMILES is O=C(NC(=O)c1ccccc1)OC[C@H]1CCCN2CCCC[C@H]12. The highest occupied orbital energy is -8.83 eV.

Cartesian coordinates (Å):
C (-0.805, 1.685, -1.781)
H (2.394, 0.434, 2.929)
C (2.111, -0.597, 0.355)
H (-3.570, 1.951, 0.890)
C (3.815, 1.079, 0.680)
O (-4.701, -0.470, -0.637)
H (1.168, 1.702, 2.781)
H (0.770, -0.686, -1.307)
C (1.349, -1.391, -0.710)
C (-2.625, 0.699, -0.563)
H (-0.287, 3.685, -1.228)
H (4.393, 0.430, 1.367)
H (2.836, -2.914, -1.044)
H (2.736, -0.464, -2.860)
H (0.662, -2.087, -0.230)
C (-1.942, 2.949, -0.088)
C (4.003, -0.443, -1.133)
C (-1.640, 0.608, -1.541)
H (-3.530, -2.427, 0.179)
H (-2.061, 3.862, 0.477)
C (0.066, -0.628, 1.890)
H (4.700, 0.280, -1.565)
C (-1.763, -1.762, 0.899)
H (-1.537, -0.303, -2.112)
H (-0.038, 1.614, -2.537)
H (-0.175, -0.209, 2.873)
C (3.275, -1.185, -2.245)
H (2.354, 2.638, 0.819)
H (4.001, -1.703, -2.873)
H (4.594, -1.168, -0.539)
H (1.722, -2.684, -2.395)
H (3.461, 2.556, 2.201)
C (2.292, -2.164, -1.623)
O (-1.148, -0.609, 1.135)
O (-1.393, -2.848, 1.258)
N (-2.943, -1.598, 0.193)
N (3.075, 0.291, -0.289)
C (-0.948, 2.851, -1.047)
H (0.395, -1.662, 2.023)
H (4.527, 1.701, 0.131)
H (2.633, -1.308, 1.030)
C (1.124, 0.237, 1.195)
C (-2.789, 1.880, 0.148)
C (1.874, 1.085, 2.222)
H (0.597, 0.913, 0.515)
C (-3.533, -0.457, -0.339)
C (2.881, 1.962, 1.493)

In elementary charge units, the Mulliken charges are: C -0.41; H 0.38; C -0.26; H 0.46; C -0.78; O -0.60; H 0.43; H -0.23; C 0.08; C 0.48; H 0.45; H 0.34; H 0.40; H 0.27; H 0.32; C -0.65; C -0.69; C 0.12; H 0.27; H 0.41; C -1.43; H 0.44; C 0.48; H 0.39; H 0.34; H 0.39; C -0.75; H 0.28; H 0.43; H 0.37; H 0.39; H 0.44; C -1.14; O 0.03; O -0.61; N -0.05; N 0.06; C -0.51; H 0.46; H 0.46; H 0.03; C 2.22; C -0.32; C -1.33; H -0.85; C -0.29; C -0.74

2.
An isolated molecule of C18H24N2O3S at a distorted geometry. Source: OMol25; level of theory: ωB97M-V/def2-TZVPD.

The spin multiplicity is 1. Its LUMO energy is 0.221 eV. As for the energy above the lowest of the compared OMol25 structures with the same formula, charge and spin: 410.33 kcal per mole. The SMILES is CC(=O)N1CCc2cc(S(=O)(=O)NCCC3=CCCCC3)ccc21. The highest occupied orbital energy is -8.35 eV.

Cartesian coordinates (Å):
H (-0.860, 1.818, 1.576)
C (2.488, 3.534, 2.552)
C (0.101, -1.161, -2.348)
H (-2.674, -4.731, -2.460)
H (0.520, 4.430, -0.705)
C (-2.046, -4.420, 1.486)
C (0.867, 2.928, 1.104)
C (-1.742, -2.923, -2.898)
C (-0.408, 2.432, -1.225)
O (2.474, 0.940, -0.330)
C (0.331, -0.780, -0.148)
C (-0.499, -1.893, 0.169)
H (-2.343, -3.593, 1.844)
H (3.649, 3.684, 2.548)
H (2.801, 1.720, 3.820)
C (2.291, 1.869, 3.074)
H (-0.952, -3.562, -3.595)
N (-2.082, -3.675, -0.870)
S (1.758, 0.837, -1.690)
H (-0.580, -2.205, 1.361)
C (-2.620, -4.614, 0.085)
H (-0.677, 1.635, -0.826)
H (0.397, 0.724, 3.046)
H (-2.364, -5.317, 1.934)
C (-0.898, -2.196, -2.183)
H (1.939, 4.009, 3.317)
H (2.149, 4.707, 0.959)
H (0.184, -0.800, -3.566)
H (0.960, -0.382, 0.640)
C (0.849, 1.672, 2.782)
H (-1.135, 4.019, -0.154)
O (-3.485, -5.444, -0.112)
C (1.981, 3.680, 1.108)
O (2.506, 0.540, -2.748)
C (-2.673, -3.805, -2.110)
H (1.171, 2.866, -2.521)
H (2.763, 3.164, 0.563)
C (-0.150, 3.675, -0.290)
H (-0.917, -4.578, 1.365)
C (0.109, 2.108, 1.738)
H (-1.276, 2.986, -1.941)
H (-2.171, -2.370, -3.935)
H (0.504, 2.024, 3.866)
C (-0.994, -2.675, -0.977)
H (-3.537, -3.513, -2.206)
H (2.677, 1.287, 2.322)
C (0.756, -0.608, -1.284)
N (0.860, 1.955, -2.135)

In elementary charge units, the Mulliken charges are: H 0.70; C -0.99; C -0.95; H 0.52; H 0.35; C -1.39; C 0.81; C -0.81; C -0.64; O -0.68; C 0.82; C -1.44; H 0.42; H 0.34; H 0.95; C -1.78; H 0.23; N 0.15; S 1.26; H 0.13; C 0.76; H 0.41; H 0.67; H 0.36; C 0.95; H 0.40; H 0.40; H 0.10; H 0.61; C -1.05; H 0.45; O -0.61; C -0.29; O -0.67; C -1.17; H 0.37; H 0.24; C -1.22; H 0.36; C -0.46; H 0.23; H 0.29; H 0.31; C 0.22; H 0.65; H 0.35; C -0.39; N -0.25

3.
An isolated molecule of C18H24N2O4S2 at a distorted geometry. Source: OMol25; level of theory: ωB97M-V/def2-TZVPD.

The spin multiplicity is 1. Its LUMO energy is 0.617 eV. As for the energy above the lowest of the compared OMol25 structures with the same formula, charge and spin: 33.23 kcal per mole. The SMILES is COC(CNC(=O)CSCc1nc(-c2ccc(SC)cc2)oc1C)OC. The highest occupied orbital energy is -7.66 eV.

Cartesian coordinates (Å):
H (-3.427, -0.846, 1.019)
O (-0.830, -3.529, -0.245)
H (-3.075, -0.047, -1.403)
H (0.157, -3.047, -2.003)
N (-2.513, -0.788, 1.451)
S (-4.186, 1.396, 0.185)
C (-0.437, -3.856, -1.563)
H (-1.306, -4.044, -2.200)
H (0.166, -4.758, -1.485)
C (3.254, -1.043, -0.115)
C (4.324, -0.157, 0.030)
C (-1.627, -2.384, -0.164)
H (7.992, 0.110, 0.736)
H (7.056, 1.126, -0.380)
H (-3.029, -4.511, 0.036)
H (-1.557, 4.605, -1.788)
H (-3.703, 1.556, 2.473)
C (-3.051, 1.556, 1.598)
O (0.158, 2.627, -0.614)
S (5.905, -0.885, 0.304)
H (1.152, -1.247, -0.436)
H (-3.519, 1.543, -2.081)
C (-1.174, 2.745, -0.833)
C (1.751, 0.807, -0.424)
H (-2.885, 3.988, -0.793)
C (2.822, 1.686, -0.273)
H (-2.035, -2.767, 1.933)
H (-4.134, -3.340, 0.804)
C (-2.027, 0.437, 1.729)
H (-2.532, 2.513, 1.548)
O (-2.915, -2.578, -0.706)
H (-1.440, 4.690, -0.031)
H (3.440, -2.104, -0.043)
C (-1.675, 1.482, -1.004)
H (-1.212, -1.561, -0.768)
C (7.015, 0.535, 0.530)
H (4.907, 1.916, 0.061)
C (0.416, 1.303, -0.649)
H (2.648, 2.750, -0.331)
H (-0.663, -1.670, 1.632)
C (-3.663, -3.639, -0.138)
H (-4.437, -3.886, -0.863)
C (-1.805, 4.087, -0.861)
H (6.686, 1.131, 1.376)
C (1.983, -0.568, -0.338)
C (-3.060, 1.030, -1.236)
O (-0.903, 0.662, 2.120)
C (-1.669, -1.945, 1.311)
N (-0.646, 0.588, -0.890)
C (4.098, 1.211, -0.050)

In elementary charge units, the Mulliken charges are: H 0.29; O -0.46; H 0.26; H 0.23; N 0.03; S -0.21; C -0.68; H 0.28; H 0.31; C -1.07; C 0.99; C 0.84; H 0.38; H 0.28; H 0.34; H 0.40; H 0.45; C -0.73; O -0.46; S -0.05; H 0.58; H 0.53; C 0.92; C 0.31; H 0.31; C -0.98; H 0.29; H 0.28; C 0.56; H 0.33; O -0.50; H 0.36; H 0.39; C 0.20; H 0.31; C -0.89; H 0.36; C 0.11; H 0.43; H 0.50; C -0.81; H 0.29; C -1.65; H 0.29; C -0.44; C -0.99; O -0.65; C -1.25; N -0.25; C -0.36